1.
The following is a quantum chemistry calculation of a single C8H8O3 molecule, from the Open Molecules 2025 dataset.

ORCA input file:
```
! wB97M-V def2-TZVPD RIJCOSX def2/J DEFGRID3
* xyz 0 1
C 1.35444 -0.71162 -0.37954
H -0.47593 2.76269 2.10673
O -1.51339 -0.64791 -1.60883
H 2.63545 0.74540 -1.31337
C -1.69879 0.80593 -1.60682
C -0.14808 2.08038 1.39582
H -0.70395 1.19758 -1.37653
H -0.84242 -2.44841 1.95670
O 1.96257 -1.47973 -1.03423
O 2.35505 1.32757 -0.61731
H 0.11906 -0.98683 2.23818
C 0.39006 1.32169 0.62225
H -2.26317 1.13726 -2.54970
C -0.02480 -1.85897 1.66455
H 0.81615 -2.61750 1.65269
C -0.87710 -1.12175 -0.63151
C 1.26216 0.60168 -0.16249
C -0.10511 -1.23841 0.32574
H -2.24220 1.13095 -0.68235
*
```

HOMO energy (spin up / spin down) = -7.3 / -7.3 eV
Max |F| = 3.7 eV Å⁻¹
Energy relative to the best compared isomer or geometry (same formula, charge and spin) = 8.184 eV
HOMO-LUMO gap (spin up / spin down) = 7.223 / 7.218 eV
LUMO (spin up / spin down) = -0.004 / -0.005 Eh

2.
The following is a quantum chemistry calculation of a single ClH3N2S molecule, from the Open Molecules 2025 dataset.

ORCA input file:
```
! wB97M-V def2-TZVPD RIJCOSX def2/J DEFGRID3
* xyz 0 1
N -1.03551 -0.99487 -0.03859
Cl -1.75087 0.94313 2.18219
H 1.21342 0.63184 -0.27681
N 0.45229 0.95166 0.37150
H -0.43464 1.26460 -0.14813
S -0.30697 -0.32637 1.17300
H -1.69028 -1.81251 0.08233
*
```

HOMO energy = -9.6 eV
Max |F| = 2.2 eV Å⁻¹
Energy relative to the best compared isomer or geometry (same formula, charge and spin) = 0.185 eV
HOMO-LUMO gap = 9.426 eV
LUMO = -0.005 Eh

3.
The following is a quantum chemistry calculation of a molecular structure, C34H51Cl5CsFLiMgN3O10P, from the Open Molecules 2025 dataset.

ORCA input file:
```
! wB97M-V def2-TZVPD RIJCOSX def2/J DEFGRID3
* xyz -1 1
C -5.16429 -2.14325 -0.87738
H 4.91042 -4.20016 3.15963
C -3.31781 0.50572 -4.37449
H -1.62766 -4.81323 -1.15063
H 1.56958 7.33830 -0.67109
H 4.25600 -1.16239 8.58316
C -0.27818 -2.88057 -0.17834
O -0.51603 9.89744 -3.33247
H -0.85838 7.20487 -2.87550
C 1.52544 1.53673 0.34974
H 3.03354 -4.85829 -1.76226
H 1.83938 -3.86676 -2.26755
H 3.07416 0.06540 10.27198
H 1.00512 0.54820 -5.24102
H 1.51053 -2.68898 2.06648
O -1.37391 3.40102 -5.76119
H 3.30431 -4.72567 2.63595
C -3.32810 -3.87328 -0.30228
C 1.14504 -1.33063 8.81074
F 2.47865 6.45942 -0.33344
H -6.69364 -0.65722 -1.19574
H 2.93747 1.23220 8.94032
C 0.22716 9.62475 -2.40064
H 1.81429 -4.70812 1.08893
H 0.84245 2.66183 -1.92874
H 1.79379 9.08666 -0.45787
P -0.14745 0.78083 -3.12411
C 3.83398 -2.78944 1.96537
C 0.91117 -5.01592 0.56284
H 1.53333 1.11559 1.40021
C 0.78606 -0.69903 -0.95355
H 2.84511 -0.03213 -0.47894
C -1.66616 4.51440 -5.23404
H -0.47318 3.15345 -2.96826
H 1.93057 -0.29094 -4.01175
O 2.32106 -1.88180 8.38775
O 4.17441 -1.90471 2.71940
C -5.84868 -0.97064 -0.57836
O 1.31795 -0.03374 9.21088
C 1.87460 0.43798 -0.77449
Cl 3.65461 -3.70693 8.59789
Cl -1.35851 -1.59371 -4.82490
H -4.24858 -0.80589 -3.03856
C -5.51753 -0.18377 0.52478
C -4.42667 -0.61461 1.29293
C 2.57495 2.74310 0.40692
C -3.73608 -1.78511 0.99905
C -0.29598 -4.03911 0.81258
Li -0.95801 -2.36380 -7.10812
H -2.85387 -2.47225 -3.23136
C 1.82615 -2.03818 1.17730
H -6.05726 0.72279 0.78220
N 2.21804 -4.34165 -1.45558
H 2.11233 -1.02122 1.59892
O 0.10399 -1.90353 8.83480
Cl -3.08538 0.65270 -1.65928
C -0.18239 2.39826 -2.22461
H -3.67749 -0.06114 -5.24227
N 0.12234 8.54619 -1.61445
H 2.10471 0.99489 -1.69550
C 2.71640 0.21158 9.25005
H 3.39623 2.50279 -0.33025
Cl 4.31380 2.59772 -2.05067
H -1.54316 -3.01288 4.37632
H -1.18914 -4.65560 0.78569
C -4.09583 -2.58540 -0.09813
H 1.63443 -6.30296 -1.04375
H -5.46544 -2.76234 -1.73034
O -0.90561 5.09851 -4.45394
O -2.80061 4.93330 -5.59407
H 1.07494 10.27504 -2.12533
C 1.19986 -5.29806 -0.93452
C 4.22613 -4.22366 2.31053
C 0.71070 -1.91941 0.00602
O 3.10030 -2.58532 0.72425
C -1.17465 -1.68062 -2.06317
H -2.56278 -3.95882 -2.31985
H -4.04868 -4.60514 -0.70907
H -0.90451 6.78279 -1.14806
N -1.17096 -2.75782 -1.19228
H -4.10830 1.24040 -4.15331
H 0.59659 -5.97083 1.01345
H -1.91296 8.11159 -1.77685
C 1.05191 8.29247 -0.51736
C -2.14589 -3.86237 -1.31596
H 3.29729 -0.46413 7.26410
C -3.24025 -0.37647 -3.09875
H -0.86279 2.34012 -1.37582
C -0.19879 -0.68331 -1.95930
C -0.95165 7.59990 -1.86386
H -2.91907 -2.06149 1.68365
C -2.22368 -1.58698 -3.15944
H -0.25322 -3.62613 1.84556
H 0.30921 -5.22791 -1.57175
H 0.49513 2.01913 0.22629
O -1.72474 -3.44163 3.53460
H 2.04900 1.47213 -4.12781
Cs 0.97617 -0.08498 2.44337
H -2.40888 1.08278 -4.55169
H -4.14092 -0.01537 2.15764
H -3.05787 -4.23726 0.69551
H 2.98281 2.80950 1.42728
Mg 4.62232 -0.20259 -0.36637
H 4.65814 -4.66372 1.40479
C 1.34903 0.62708 -4.19886
H 0.49519 8.25248 0.42312
C 3.26593 -0.82110 8.29752
Cl 1.66735 4.26007 0.10879
*
```

HOMO energy = -3.4 eV
Max |F| = 14.3 eV Å⁻¹
HOMO-LUMO gap = 0.887 eV
LUMO = -0.094 Eh

4.
The following is a quantum chemistry calculation of a molecular structure, C17H21IrN4O2PS3, from the Open Molecules 2025 dataset.

ORCA input file:
```
! wB97M-V def2-TZVPD RIJCOSX def2/J DEFGRID3
* xyz 0 2
C -1.78185 -1.75329 1.34852
C -0.15839 -4.77994 -0.13185
H -1.96085 1.46309 -1.55782
H -3.34760 -3.64837 -0.12347
C -3.06261 -0.34345 3.32900
N 2.26448 -1.85589 -2.75728
H 0.36374 6.30623 -1.15232
N -1.66041 -0.43325 1.40541
H -1.89729 -7.63381 -0.71034
H -2.52450 -3.50857 2.29500
H -4.05189 1.54967 -2.82658
C -2.76503 -5.68881 -0.44416
S 1.53067 0.30876 -1.47949
H 0.42167 -6.81969 -0.43669
C -1.70665 -6.58323 -0.52545
C -1.00701 -2.43768 0.29021
N 0.63718 -2.24862 -1.22074
H 1.91179 5.57392 0.59345
H -2.13145 1.33432 2.35200
H -3.78172 -6.03134 -0.59102
C -2.28506 0.26076 2.36230
H -4.21460 3.28943 -2.49526
H -1.81657 2.62496 -2.86535
H -0.62720 7.18035 0.02416
C -2.52077 -4.34832 -0.18104
S 0.72376 3.73289 -1.99420
H 2.43104 -2.85012 -2.78114
O -2.03377 3.45504 -0.99172
C 1.22496 6.39426 0.81065
C -0.40577 -6.12415 -0.37256
C 1.43992 -1.39598 -1.80005
C -1.21665 -3.88054 -0.01127
P -0.52256 3.73264 -0.50789
C -2.50932 -2.42839 2.31414
H -3.70139 -2.23995 4.09139
C -2.32835 2.42206 -1.92679
N -0.19146 -1.69935 -0.33199
C 0.03317 6.32758 -0.11686
H 0.85379 -4.42650 -0.01078
H 1.74630 7.34148 0.65419
H 0.91545 6.32352 1.85439
Ir -0.28642 0.44673 0.00516
S -0.13915 2.54043 1.11689
H -4.32101 2.11675 -1.16576
H 3.03249 -1.25596 -3.00746
C -3.82563 2.34471 -2.11228
H -3.56046 0.24873 4.08434
C -3.15529 -1.71916 3.31476
O -0.77489 5.17032 0.14906
*
```

HOMO energy (spin up / spin down) = -7.6 / -7.6 eV
Max |F| = 3.1 eV Å⁻¹
HOMO-LUMO gap (spin up / spin down) = 6.717 / 6.519 eV
⟨S²⟩ = 0.7553
LUMO (spin up / spin down) = -0.033 / -0.039 Eh

Number 1: calculated total energy -14560.564 eV. Number 2: calculated total energy -26384.919 eV. Number 3: calculated total energy -141826.093 eV. Number 4: calculated total energy -72661.438 eV.